(1)
Here is a structure of composition C35H96BaF3N6O19S from the Open Molecules 2025 dataset. Energies are from ωB97M-V/def2-TZVPD.

Positions of all 161 atoms, in Å:
Ba (-2.88, 4.32, -1.46)
S (-0.64, 1.52, 0.73)
F (0.92, 0.32, -1.20)
F (-0.93, -0.73, -0.77)
F (0.68, -0.74, 0.62)
O (-1.66, 6.61, 3.37)
O (2.98, 2.02, 4.99)
O (0.55, 2.24, 1.18)
O (-0.18, 4.37, -1.94)
O (-2.31, -4.18, -2.72)
O (5.73, -1.77, 3.03)
O (-1.52, 1.07, 1.82)
O (0.16, 1.75, 4.22)
O (-1.41, 2.33, -0.26)
O (2.04, 4.27, 2.58)
O (5.45, 3.37, -3.55)
O (-3.08, -3.30, 1.65)
O (2.61, 5.61, -2.86)
O (-6.85, 0.37, 4.73)
O (0.65, -3.40, -3.26)
O (-2.69, 5.12, 1.13)
O (-2.68, 2.12, -3.36)
O (-2.23, 1.16, -6.10)
O (2.25, 3.66, -0.25)
N (4.12, 1.37, -1.86)
N (-0.57, -6.14, -4.07)
N (2.19, -5.80, -2.36)
N (-6.48, -4.45, 2.77)
N (3.90, -0.87, -0.16)
N (-4.05, 1.83, 2.99)
C (-1.84, 1.05, -3.64)
C (0.03, 0.00, -0.24)
C (0.29, -2.09, -3.64)
C (1.10, 0.65, 4.43)
C (-2.45, -3.30, -1.60)
C (0.21, 5.06, -3.14)
C (-2.33, -2.17, 1.77)
C (-4.59, 0.80, 3.77)
C (4.95, 2.24, -4.19)
C (6.23, -3.06, 3.41)
C (1.60, -4.85, -1.46)
C (4.85, -1.87, 1.92)
C (2.24, 0.92, 5.46)
C (5.62, 4.46, -4.48)
C (4.04, 0.53, 1.76)
C (2.64, 4.92, 0.35)
C (2.50, -4.87, -0.21)
C (1.28, 6.17, -2.84)
C (-5.94, 1.35, 4.29)
C (-3.51, 0.38, 4.90)
C (4.69, 1.05, -3.20)
C (-1.77, -7.96, -3.03)
C (-4.32, -3.12, 2.38)
C (-2.15, -5.54, -2.32)
C (4.70, -0.64, 1.08)
C (-1.27, 1.20, -5.12)
C (-5.23, -4.34, 2.01)
C (1.48, -3.47, -2.08)
C (-1.87, -6.46, -3.51)
C (-1.10, 6.52, 2.08)
C (-1.30, 5.17, 1.44)
C (3.16, 4.70, 1.76)
C (3.97, -0.13, -3.77)
C (-5.69, -4.47, 0.54)
C (-8.08, 0.86, 5.33)
H (3.87, 3.87, 1.74)
H (5.71, -0.42, 0.74)
H (5.49, -3.87, 3.45)
H (-0.07, -2.04, -4.66)
H (-2.66, -6.41, -4.26)
H (0.45, -0.09, 4.90)
H (-3.00, -5.97, -1.80)
H (2.41, -5.74, 0.44)
H (1.17, 6.67, -1.88)
H (-2.58, 0.05, 4.45)
H (-0.67, 5.58, -3.49)
H (0.59, -5.19, -1.21)
H (3.96, 2.46, -4.60)
H (1.38, 0.32, 3.43)
H (1.57, 3.20, 0.26)
H (3.57, -4.94, -0.41)
H (1.87, 1.10, 6.47)
H (-8.73, 1.12, 4.50)
H (5.18, -2.60, 1.19)
H (-4.81, -4.70, -0.07)
H (0.14, -6.26, -3.36)
H (-6.94, -3.55, 2.80)
H (-0.56, -5.16, -4.30)
H (-4.91, -2.22, 2.18)
H (3.17, 1.71, -1.92)
H (-3.74, 2.59, 3.56)
H (-0.48, 1.62, 3.51)
H (3.94, -2.35, 2.29)
H (-3.19, 1.44, 2.64)
H (-7.02, -5.00, 2.12)
H (-2.36, 0.09, -3.59)
H (-2.70, -2.27, -1.83)
H (3.02, 0.20, -4.20)
H (-4.11, -3.18, 3.45)
H (-3.28, 1.22, 5.56)
H (-1.36, 7.38, 3.84)
H (2.46, -3.05, -2.30)
H (-3.84, -0.48, 5.48)
H (6.36, 5.16, -4.10)
H (1.25, 6.97, -3.58)
H (5.68, 0.70, -2.92)
H (3.18, -5.62, -2.35)
H (4.56, 2.22, -1.53)
H (-0.03, 6.71, 2.06)
H (1.09, -2.77, -1.34)
H (-6.42, -5.27, 0.40)
H (-3.19, -3.66, -0.89)
H (4.58, -0.55, -4.56)
H (5.90, 4.12, -5.48)
H (-1.34, -2.24, 1.32)
H (7.01, -3.36, 2.71)
H (-7.94, 1.65, 6.07)
H (-0.46, 0.49, -5.28)
H (4.07, -0.16, -0.86)
H (-3.53, 1.99, -3.80)
H (-4.66, -5.23, 2.24)
H (-1.39, -5.58, -1.55)
H (-2.52, 2.07, -6.12)
H (3.44, 5.30, -0.30)
H (3.93, 1.49, 1.26)
H (6.80, -2.98, 4.33)
H (-6.19, -3.54, 0.26)
H (3.01, 0.29, 2.02)
H (3.33, 6.22, -2.68)
H (-5.70, 2.18, 4.95)
H (-1.03, 4.32, 2.06)
H (-4.76, -0.05, 3.12)
H (-8.46, -0.01, 5.88)
H (4.62, 0.82, 2.64)
H (1.77, 5.57, 0.43)
H (-0.99, -8.18, -2.31)
H (2.95, -0.67, 0.12)
H (0.63, 4.11, -1.50)
H (-2.29, -1.86, 2.81)
H (-0.82, 2.19, -5.24)
H (-6.42, 1.76, 3.40)
H (1.90, -5.41, -3.25)
H (-1.63, -8.60, -3.90)
H (0.47, 4.29, -3.87)
H (-3.15, 4.93, 1.95)
H (-1.62, 7.33, 1.58)
H (-0.67, 5.22, 0.55)
H (2.33, -4.03, 0.47)
H (5.69, 2.00, -4.96)
H (1.09, -1.35, -3.57)
H (1.79, 3.41, 2.26)
H (-2.80, -1.43, 1.13)
H (2.90, 0.06, 5.56)
H (4.70, 5.03, -4.57)
H (3.71, 5.58, 2.11)
H (-1.51, -3.08, -1.09)
H (2.28, 2.64, 4.78)
H (-0.96, 0.96, -3.01)
H (-2.74, -8.34, -2.70)
H (-0.57, -1.78, -3.04)
H (3.62, -0.89, -3.08)

Properties
electronic energy	-3872.0593	Ha
total charge	+1
HOMO-LUMO gap	5.339	eV
HOMO energy	-9.851	eV


(2)
Here is a cluster of 17 separate species, C35H96N8O43S9 in total from the Open Molecules 2025 dataset. Energies are from ωB97M-V/def2-TZVPD.

Positions of all 191 atoms, in Å:
S (-8.67, -2.71, -4.63)
S (-4.99, -1.76, 5.21)
S (7.56, 6.36, 3.74)
S (2.78, 1.46, -4.70)
S (-0.67, -1.24, 0.17)
S (4.80, -4.24, -1.95)
S (5.21, 6.51, -1.90)
S (-3.13, 5.25, -5.61)
S (-7.08, 4.60, 2.67)
O (-9.66, -3.20, -5.55)
O (-5.96, -2.80, 5.43)
O (-6.92, 3.12, 1.94)
O (-3.55, -2.06, 5.20)
O (1.27, -3.11, 5.61)
O (4.90, -4.16, -3.58)
O (-2.13, 6.27, 0.53)
O (7.88, -3.47, 4.50)
O (2.17, 1.86, -3.40)
O (6.50, 5.95, -1.58)
O (8.61, 5.05, 3.71)
O (7.72, 7.17, 4.96)
O (0.46, -7.13, -6.59)
O (5.04, 6.48, -3.54)
O (-3.80, 5.89, -6.74)
O (2.36, 2.06, -5.96)
O (-7.12, 5.69, 1.66)
O (-0.55, 6.45, -0.98)
O (-3.44, -6.52, 3.33)
O (-1.09, 2.40, 5.89)
O (1.46, -5.23, -6.57)
O (1.59, -8.08, 4.34)
O (-2.80, 3.70, -6.05)
O (-7.31, -3.68, -4.56)
O (-0.47, -1.54, -1.23)
O (4.94, 7.95, -1.58)
O (-1.96, -7.66, -0.59)
O (-2.41, -9.79, -0.85)
O (0.85, -0.81, 0.80)
O (-2.83, -8.54, 3.90)
O (-8.23, -1.33, -4.72)
O (3.47, -3.81, -1.55)
O (7.44, -4.16, 6.54)
O (-3.55, 5.32, -4.21)
O (-6.12, 4.64, 3.73)
O (5.42, -5.48, -1.52)
O (0.14, 3.87, 4.79)
O (4.47, 1.59, -4.63)
O (-1.64, -0.20, 0.61)
O (0.83, -4.30, 7.33)
O (-5.21, -0.68, 6.40)
O (6.21, 5.94, 3.27)
O (3.65, -7.45, 4.53)
N (0.69, -6.01, -6.10)
N (0.98, -3.21, 6.81)
N (-3.07, -7.37, 4.13)
N (-1.29, 5.76, -0.21)
N (-0.91, 3.52, 5.40)
N (7.14, -3.60, 5.45)
N (-2.75, -8.61, -0.80)
N (2.57, -7.50, 3.91)
C (-6.32, -3.39, -3.55)
C (2.64, -0.41, -4.86)
C (-6.52, -0.26, 6.64)
C (8.28, 7.36, 2.39)
C (-7.22, 1.77, 0.07)
C (-8.73, 4.27, 3.39)
C (4.24, 6.85, -5.77)
C (-2.23, 2.72, -5.15)
C (6.00, -2.81, -1.56)
C (-6.36, 1.11, 7.35)
C (7.79, 2.81, 3.35)
C (5.23, 1.77, -5.92)
C (-1.18, 4.32, -0.28)
C (-9.26, -3.07, -2.88)
C (0.90, -1.96, 7.64)
C (-3.36, 2.09, -4.32)
C (-0.12, -5.57, -4.98)
C (-2.03, 4.52, 5.57)
C (-7.40, 3.13, 0.64)
C (6.05, -3.93, -5.58)
C (5.92, -4.69, -4.30)
C (-5.25, -0.78, 3.75)
C (5.78, -3.14, 5.32)
C (-0.96, -2.71, 1.16)
C (0.84, 0.03, 1.92)
C (2.30, 0.25, 2.25)
C (-4.15, -8.21, -1.12)
C (8.50, 4.06, 2.80)
C (-1.37, 5.85, -5.74)
C (2.48, -6.91, 2.52)
C (3.84, 5.34, -1.40)
C (-4.89, -3.78, -3.91)
C (6.63, 2.35, -5.56)
C (3.89, 6.89, -4.24)
C (-2.71, -6.85, 5.45)
H (-8.42, 3.50, 0.52)
H (1.60, -0.65, -5.09)
H (-0.09, -1.78, 8.07)
H (0.24, 0.94, 1.83)
H (-9.06, 5.16, 3.92)
H (6.50, 3.10, -4.78)
H (9.50, 3.74, 2.51)
H (-4.09, -7.46, -1.92)
H (5.82, -2.10, 4.99)
H (7.38, 1.66, -5.18)
H (-0.85, 5.39, -4.90)
H (3.96, 5.28, -0.32)
H (7.07, 2.78, -6.46)
H (3.25, -0.89, -5.62)
H (-2.29, -7.69, 6.01)
H (-9.46, 4.16, 2.59)
H (-8.65, -2.40, -2.26)
H (4.14, 4.41, -1.90)
H (-7.32, 1.47, 7.71)
H (4.49, 5.85, -6.12)
H (6.01, -2.10, -2.38)
H (0.02, -6.36, -4.25)
H (5.86, -2.46, -0.54)
H (0.51, -0.56, 2.78)
H (-0.13, 4.04, -0.25)
H (-10.28, -2.70, -3.01)
H (-4.58, -7.83, -0.20)
H (8.22, 2.21, 4.15)
H (-2.91, 3.95, 5.86)
H (-5.95, 1.88, 6.69)
H (-4.66, -3.19, -4.79)
H (1.43, -6.66, 2.34)
H (0.24, -4.58, -4.71)
H (-2.11, -5.95, 5.37)
H (5.39, -3.72, 4.49)
H (7.61, 7.95, 1.76)
H (-1.67, 4.08, -1.22)
H (-1.84, 3.95, 0.51)
H (3.45, 7.82, -3.88)
H (-6.15, 1.69, -0.09)
H (1.56, -2.17, 8.48)
H (-2.19, 4.94, 4.58)
H (4.84, 2.62, -6.49)
H (3.34, 7.08, -6.35)
H (-7.65, 1.11, 0.83)
H (2.31, 0.74, 3.23)
H (7.55, 2.09, 2.57)
H (-4.17, -3.66, -3.10)
H (9.01, 8.01, 2.88)
H (7.93, 4.38, 1.93)
H (5.14, -3.59, -6.06)
H (-5.06, -1.40, 2.88)
H (2.77, -0.73, 2.23)
H (1.26, -1.08, 7.11)
H (6.87, 3.11, 3.85)
H (-3.82, 2.78, -3.61)
H (6.93, -3.38, -1.55)
H (-9.10, -4.14, -2.94)
H (-1.43, 6.94, -5.64)
H (-7.05, -0.83, 7.40)
H (-4.70, 0.14, 3.57)
H (-6.33, -0.63, 3.74)
H (3.11, -6.04, 2.68)
H (-0.24, -3.44, 0.78)
H (5.23, 0.86, -6.53)
H (-4.87, -4.83, -4.18)
H (2.75, -0.92, -3.90)
H (8.89, 6.67, 1.82)
H (2.94, -7.62, 1.83)
H (-4.61, -9.13, -1.46)
H (-6.72, 3.83, 0.15)
H (6.71, -3.06, -5.55)
H (6.54, -4.62, -6.27)
H (6.84, -4.54, -3.72)
H (5.05, 7.49, -6.11)
H (-0.97, 5.58, -6.71)
H (5.71, -5.75, -4.45)
H (-5.63, 1.08, 8.16)
H (-1.18, -5.60, -5.25)
H (2.67, 0.93, 1.48)
H (-1.77, 2.00, -5.84)
H (-6.57, -3.94, -2.64)
H (-3.05, 1.16, -3.84)
H (-8.60, 3.41, 4.06)
H (-6.29, -2.33, -3.28)
H (-3.60, -6.52, 5.99)
H (-7.75, 1.63, -0.88)
H (-2.01, -2.97, 1.08)
H (-7.06, -0.21, 5.70)
H (5.16, -3.23, 6.22)
H (3.13, 6.13, -4.03)
H (-1.43, 3.19, -4.58)
H (-1.73, 5.13, 6.42)
H (-4.21, 1.72, -4.90)
H (-0.57, -2.49, 2.15)
H (2.93, 5.72, -1.86)

Properties
electronic energy	-8647.0548	Ha
energy above the lowest of the compared OMol25 structures with the same formula, charge and spin	9.0	kJ/mol
HOMO-LUMO gap	10.465	eV
HOMO energy	-10.930	eV


What max |F| values result from the calculations? In sequence: 3.8, 5.1 eV/Å.